{"formula": "C3H8BrClSi", "method": "wB97M-V/def2-TZVPD", "species": ["C", "C", "C", "Si", "Cl", "Br", "H", "H", "H", "H", "H", "H", "H", "H"], "coordinates": [[-0.947, 0.642, 0.890], [0.447, 0.479, -1.041], [-0.303, -0.346, -0.047], [0.619, -1.691, 0.788], [-1.527, -1.306, -1.074], [2.438, -2.462, -0.322], [-1.836, 1.186, 0.376], [-1.381, 0.153, 1.765], [-0.230, 1.462, 1.204], [0.869, -0.031, -1.844], [-0.313, 1.211, -1.581], [1.044, 1.208, -0.480], [1.387, 2.308, 0.335], [-0.268, -2.815, 1.031]], "nbo_charge": [-0.64, -0.61, -0.48, 0.99, -0.09, -0.33, 0.23, 0.22, 0.23, 0.23, 0.21, 0.17, 0.02, -0.18], "energy_ha": -3442.66125, "lumo_energy_ev": [-1.16, -1.12], "fmax_ev_per_a": 3.821, "charge": 0, "orbital_gap_ev": [9.07, 6.75], "de_lowest_kcal_mol": 142.96, "homo_ev": [-10.2258, -7.8723]}